[1]
# C5H8O2

A single C5H8O2 molecule (wB97M-V/def2-TZVPD, OMol25).

Cartesian coordinates (Å):
O1 1.15003 -0.89349 -1.88060
C1 0.18808 -0.07027 -1.27918
C2 -0.87312 -0.77276 -0.38245
C3 -0.34660 0.03723 0.80930
C4 -0.82622 -0.11160 2.63287
O2 0.22394 -0.66824 1.89779
C5 0.66624 0.77925 -0.06968
H1 1.57571 -1.41583 -1.18732
H2 -0.24260 0.51982 -2.09136
H3 -0.72816 -1.85320 -0.28367
H4 -1.91135 -0.57393 -0.66335
H5 -1.08033 0.77865 1.29505
H6 -1.71905 -0.75581 2.38655
H7 1.69849 0.58088 0.23080
H8 0.51660 1.85810 -0.15740

The gap between HOMO and LUMO is 9.33 eV. Its energy above the lowest of the compared OMol25 structures with the same formula, charge and spin is 130.52 kcal/mol. Its spin multiplicity is 1. The value obtained for the HOMO energy is -0.316 hartree. The LUMO energy is 0.7434 eV.



[2]
# C16H28Cl12FIO3

7 unconnected molecules or ions with the total composition C16H28Cl12FIO3 in a non-equilibrium geometry (wB97M-V/def2-TZVPD, OMol25).

Cartesian coordinates (Å):
C1 -2.73348 0.95062 1.28814
C2 -2.07400 0.89972 2.66293
I1 -2.84419 2.33466 4.03177
O1 -0.63785 1.02550 2.58277
C3 -0.25638 -0.18079 2.03470
O2 0.64975 -0.33049 1.26561
O3 -1.06440 -1.15265 2.52772
C4 -2.09508 -0.50156 3.27901
F1 -3.28276 -1.17803 3.14233
H1 -3.32923 0.05380 1.13118
H2 -1.98841 1.06857 0.50372
H3 -3.39910 1.80729 1.22555
H4 -1.80770 -0.50638 4.33289
Cl1 2.39085 5.51818 0.50966
C5 2.67853 4.09483 1.55083
C6 1.42941 3.28130 1.75489
Cl2 0.21489 4.14244 2.73875
H5 3.08269 4.45224 2.49414
H6 3.43399 3.48773 1.05346
H7 1.67234 2.36311 2.28569
H8 0.97035 3.02011 0.80745
Cl3 -4.95772 -3.27152 -0.35182
C7 -4.68418 -4.72758 0.63631
C8 -5.84070 -5.69010 0.56669
Cl4 -7.30098 -5.04834 1.36258
H9 -4.49708 -4.40577 1.65688
H10 -3.78612 -5.20859 0.24927
H11 -5.57694 -6.61236 1.08129
H12 -6.09877 -5.92324 -0.46271
Cl5 -1.38698 -0.08662 -2.10679
C9 -0.06423 -1.25825 -1.83654
C10 -0.45197 -2.69063 -2.09230
Cl6 -1.62861 -3.35758 -0.93710
H13 0.28726 -1.10640 -0.81897
H14 0.73389 -0.99435 -2.52819
H15 0.44223 -3.30608 -2.01728
H16 -0.88104 -2.81565 -3.08347
Cl7 -1.19316 3.26451 -0.66829
C11 -1.74503 3.32836 -2.36113
C12 -2.07933 4.73345 -2.78833
Cl8 -3.52641 5.36187 -1.95836
H17 -2.60444 2.67030 -2.45735
H18 -0.93615 2.93809 -2.97540
H19 -2.29279 4.74670 -3.85562
H20 -1.25719 5.41425 -2.58465
Cl9 3.10576 -4.64588 -2.25671
C13 3.08944 -6.07521 -1.18951
C14 1.82864 -6.88829 -1.32559
Cl10 0.39038 -6.05181 -0.68035
H21 3.22919 -5.72869 -0.16923
H22 3.94462 -6.68507 -1.47439
H23 1.93952 -7.80913 -0.75548
H24 1.62863 -7.14189 -2.36313
Cl11 6.53748 3.60683 1.18740
C15 7.02646 4.91511 0.07626
C16 5.86639 5.42689 -0.73599
Cl12 5.28226 4.21813 -1.90806
H25 7.82004 4.53081 -0.55867
H26 7.42480 5.72094 0.68992
H27 6.17483 6.30118 -1.30654
H28 5.02784 5.70141 -0.10186

As for the SMILES: C[C@]1(I)OC(=O)O[C@@H]1F.ClCCCl.ClCCCl.ClCCCl.ClCCCl.ClCCCl.ClCCCl. The gap between HOMO and LUMO is 10.11 eV. Its spin multiplicity is 1. The value obtained for the HOMO energy is -0.361 hartree. The LUMO energy is 0.2961 eV.



[3]
# C20H34BrCl13N3O4

5 unconnected molecules or ions with the total composition C20H34BrCl13N3O4 in a non-equilibrium geometry (wB97M-V/def2-TZVPD, OMol25).

Cartesian coordinates (Å):
C1 7.91851 0.11458 1.23060
C2 6.67151 1.19764 1.14711
O1 5.81543 1.04388 -0.03941
C3 4.80680 2.15021 -0.11719
C4 3.29165 1.49304 0.14750
N1 3.09245 0.46925 -0.94760
C5 1.81885 -0.36952 -0.70705
N2 1.84173 -1.69148 -1.07431
C6 3.00228 -2.45820 -1.66137
C7 3.32580 -3.69638 -0.59976
C8 4.89391 -4.17684 -0.60263
Cl1 6.08061 -2.80131 -0.23200
N3 0.66322 0.37068 -0.08324
C9 -0.58711 0.37437 -0.91054
C10 -1.60765 -0.88394 -0.69865
C11 -2.84414 -0.56995 0.38349
C12 -4.09503 0.25580 -0.28019
O2 -3.87060 1.35585 -1.00306
O3 -5.46857 -0.26672 0.01907
C13 -6.32241 0.90389 0.27702
C14 -7.56208 0.37567 1.24749
C15 0.45560 0.07300 1.37362
C16 -0.23078 1.38983 2.14296
O4 -0.66830 2.48459 1.51667
Br1 -0.33702 1.29228 4.15769
H1 8.89201 0.57726 1.73572
H2 7.63503 -0.82135 1.91039
H3 8.24732 -0.32132 0.19568
H4 5.98315 0.97146 2.09121
H5 7.15628 2.27230 1.23227
H6 4.87829 2.54709 -1.23129
H7 5.05144 3.03171 0.62201
H8 3.33543 1.05490 1.23509
H9 2.49268 2.35553 0.01037
H10 3.07585 0.89234 -1.90280
H11 0.94389 -2.24296 -0.92419
H12 3.94249 -1.82072 -1.93646
H13 2.61604 -2.92869 -2.68835
H14 2.54899 -4.58403 -0.73905
H15 3.09285 -3.25679 0.48430
H16 5.00396 -4.96892 0.28319
H17 5.12639 -4.74859 -1.61631
H18 -0.24510 0.38327 -2.05411
H19 -1.22837 1.36316 -0.77501
H20 -1.11762 -1.87804 -0.32413
H21 -2.11646 -1.10848 -1.75224
H22 -2.45381 -0.12076 1.39851
H23 -3.26953 -1.65055 0.66001
H24 -6.81056 1.19347 -0.77270
H25 -5.75681 1.80667 0.76866
H26 -8.48734 1.09748 1.21616
H27 -7.23345 0.24449 2.36609
H28 -7.91768 -0.66257 0.78769
H29 1.54203 -0.01185 1.86201
H30 -0.08041 -0.93519 1.62474
C17 -4.75184 4.37560 -2.56342
Cl2 -5.62487 5.55624 -1.57178
Cl3 -5.81705 3.69881 -3.80707
Cl4 -3.32467 5.11959 -3.30438
H31 -4.41827 3.56114 -1.91532
C18 -7.74324 -2.65703 -1.46206
Cl5 -6.39904 -3.79568 -1.65189
Cl6 -8.70977 -2.58266 -2.94518
Cl7 -8.75583 -3.11439 -0.08190
H32 -7.32883 -1.66385 -1.27095
C19 -1.54160 6.94650 -0.68906
Cl8 -2.21703 8.12462 0.44904
Cl9 -0.30096 7.70213 -1.70357
Cl10 -0.87201 5.55518 0.17999
H33 -2.34754 6.59245 -1.33695
C20 3.03876 -5.87900 3.15438
Cl11 2.19474 -7.43292 3.04304
Cl12 4.74416 -6.06412 2.71087
Cl13 2.25534 -4.67017 2.12270
H34 2.98787 -5.53292 4.18989

Its net charge is +1. The gap between HOMO and LUMO is 8.02 eV. Its energy above the lowest of the compared OMol25 structures with the same formula, charge and spin is 237.74 kcal/mol. Its spin multiplicity is 1. The value obtained for the HOMO energy is -0.452 hartree. The LUMO energy is -4.2740 eV.



[4]
# C4H9ClSi

2 unconnected molecules or ions with the total composition C4H9ClSi in a non-equilibrium geometry (wB97M-V/def2-TZVPD, OMol25).

Cartesian coordinates (Å):
C1 1.12706 2.28777 0.55646
C2 0.30233 2.20710 -0.44800
C3 0.80503 -1.66447 -0.16408
C4 -0.57285 -1.41840 0.44016
Si1 -1.58530 -0.14540 -0.53153
Cl1 -3.36000 0.22234 0.35973
H1 1.85043 3.09718 0.66006
H2 1.15292 1.55643 1.34911
H3 0.17590 2.86958 -1.28215
H4 0.72273 -2.07631 -1.16754
H5 1.36217 -0.73449 -0.22628
H6 1.37113 -2.36836 0.44368
H7 -0.45191 -1.07572 1.47028
H8 -1.11801 -2.36606 0.49316
H9 -1.78165 -0.39118 -1.95309

The gap between HOMO and LUMO (spin up / spin down) is 7.93 / 7.93 eV. Its energy above the lowest of the compared OMol25 structures with the same formula, charge and spin is 88.44 kcal/mol. Its spin multiplicity is 1. The value obtained for the HOMO energy (spin up / spin down) is -0.293 / -0.293 hartree. The LUMO energy (spin up / spin down) is -0.0441 / -0.0450 eV.



[5]
# C6H11NO

A single C6H11NO molecule in a non-equilibrium geometry (wB97M-V/def2-TZVPD, OMol25).

Cartesian coordinates (Å):
C1 0.87510 -1.14756 1.51609
C2 -0.13733 -0.63106 0.53142
C3 0.13216 0.20169 -0.49945
C4 1.35844 1.04281 -0.76967
O1 2.20076 1.23241 0.32355
C5 -1.11866 0.47536 -1.22037
N1 -1.99244 -0.62473 -0.79746
C6 -1.55696 -0.90200 0.61203
H1 1.83981 -1.10296 1.03351
H2 0.69552 -2.11310 1.97936
H3 1.14037 -0.50866 2.39637
H4 0.98365 2.04011 -1.12496
H5 2.02886 0.76632 -1.63401
H6 1.70970 1.59631 1.07850
H7 -1.00180 0.63242 -2.28555
H8 -1.55747 1.43910 -0.83666
H9 -2.96152 -0.36060 -0.95939
H10 -2.04285 -0.21072 1.35592
H11 -1.80979 -1.89985 0.97044

As for the SMILES: CC1=C(CO)CNC1. The gap between HOMO and LUMO is 9.20 eV. Its energy above the lowest of the compared OMol25 structures with the same formula, charge and spin is 44.98 kcal/mol. Its spin multiplicity is 1. The value obtained for the HOMO energy is -0.307 hartree. The LUMO energy is 0.8482 eV.